ORCA calculation (the ωB97M-V functional and the def2-TZVPD basis) on a structure of composition C8H10MnN2OS4.

Output
Energy relative to the best compared isomer or geometry (same formula, charge and spin) (kJ/mol): 44.1
Energy (a.u.): -3239.43741
2S+1: 6
⟨S²⟩: 8.76
LUMO level (alpha / beta) (eV): -0.66 / -0.82

Element x y z (Å)
Mn 0.474 1.645 -0.827
S -1.107 3.365 -0.818
S 0.078 5.040 -0.906
S 2.135 4.459 -1.211
S 2.199 2.580 -2.028
C -0.291 1.135 3.190
C 0.511 0.701 2.004
O 1.036 1.522 1.251
N 0.637 -0.631 1.794
C 1.261 -1.164 0.590
C 0.255 -1.429 -0.507
C -0.157 -2.712 -0.820
C -1.121 -2.897 -1.800
C -1.657 -1.789 -2.428
C -1.191 -0.537 -2.068
N -0.248 -0.359 -1.139
H 0.120 2.069 3.564
H -0.311 0.386 3.980
H -1.309 1.336 2.851
H 0.051 -1.246 2.336
H 1.791 -2.080 0.844
H 1.993 -0.430 0.252
H 0.285 -3.555 -0.305
H -1.445 -3.894 -2.070
H -2.416 -1.881 -3.192
H -1.572 0.363 -2.536